Entry 1:
{"formula": "C6H6OS", "method": "ωB97M-V with the def2-TZVPD basis set", "relative_energy_kcal_mol": 42.6, "smiles": "O[C@]12C=C[C@H](C1)C2=S", "lumo_energy_ev": 0.2, "total_energy_ev": -19199.22157, "gap_ev": 9.016, "elements": ["C", "C", "C", "C", "C", "C", "H", "H", "H", "H", "H", "H", "O", "S"], "xyz": [[-0.53799, 0.75269, 0.05204], [-0.96082, -0.04126, 1.34791], [-0.54228, -1.28539, 0.48175], [-1.50486, -1.13816, -0.66737], [-1.50531, 0.16558, -0.93689], [0.58718, -0.32062, 0.01145], [0.68689, 2.29424, 0.17583], [-0.28696, 0.19024, 2.17394], [-2.02651, 0.01065, 1.64402], [-0.25568, -2.29971, 0.77739], [-2.05017, -1.92450, -1.18140], [-1.96406, 0.72059, -1.75242], [-0.25138, 2.10453, -0.04596], [2.16825, -0.28905, -0.20019]]}


Entry 2:
{"formula": "C25H26BrF8O6PS", "method": "ωB97M-V with the def2-TZVPD basis set", "smiles": "CC[C@H](F)c1c(Br)c(P(CC)CC)c2c(c1S(=O)(=O)C(F)(F)C(F)(F)C(F)(F)F)C(=O)C(CCCCOC=O)=CC2=O", "lumo_energy_ev": -1.4, "total_energy_ev": -150531.47965, "gap_ev": 6.494, "elements": ["C", "C", "C", "F", "C", "C", "Br", "C", "P", "C", "C", "C", "C", "C", "C", "C", "S", "O", "O", "C", "F", "F", "C", "F", "F", "C", "F", "F", "F", "C", "O", "C", "C", "C", "C", "C", "O", "C", "O", "C", "C", "O", "H", "H", "H", "H", "H", "H", "H", "H", "H", "H", "H", "H", "H", "H", "H", "H", "H", "H", "H", "H", "H", "H", "H", "H", "H", "H"], "xyz": [[-4.38687, -1.51260, 1.70435], [-5.08048, -1.46531, 0.27925], [-4.23263, -0.62393, -0.78698], [-4.45619, -1.09602, -2.11001], [-2.69310, -0.60673, -0.44001], [-1.98610, -1.89721, -0.51078], [-2.92223, -3.53335, -1.07389], [-0.52245, -2.03313, -0.19185], [0.21980, -3.68758, -0.41644], [0.41358, -4.05886, -2.24419], [1.33500, -2.91249, -2.87613], [1.75205, -4.12180, 0.50659], [2.22917, -5.58641, 0.03991], [0.13297, -0.79147, 0.24081], [-0.57201, 0.50763, 0.29724], [-1.99057, 0.65152, -0.06810], [-2.82468, 2.27259, -0.06726], [-1.87418, 3.38208, -0.24304], [-3.75914, 2.42563, -1.19433], [-3.64873, 2.63113, 1.57685], [-2.67680, 2.33099, 2.52486], [-4.75254, 1.86191, 1.81524], [-3.91962, 4.19223, 1.72886], [-4.32741, 4.76478, 0.54793], [-2.78071, 4.87997, 2.09758], [-4.98230, 4.51755, 2.87884], [-4.95205, 5.87093, 3.09399], [-4.73355, 3.81356, 4.00439], [-6.21929, 4.23619, 2.36551], [0.34380, 1.72170, 0.74295], [0.03161, 2.54908, 1.54736], [1.76874, 1.64547, 0.07104], [2.33958, 2.98911, -0.46072], [3.73064, 2.87642, -1.18855], [4.93642, 2.84233, -0.15904], [5.80741, 1.53458, -0.19186], [5.87492, 0.90309, -1.50232], [6.08745, -0.45736, -1.29494], [5.91453, -1.25440, -2.17223], [2.41365, 0.45033, -0.02448], [1.62786, -0.74629, 0.63564], [2.21541, -1.39732, 1.46357], [-3.99585, -0.49281, 1.98844], [-5.15842, -1.77181, 2.48039], [-3.53652, -2.23661, 1.68283], [-6.05603, -0.92033, 0.43170], [-5.35179, -2.47674, -0.11073], [-4.69006, 0.39243, -0.75782], [0.85693, -5.08100, -2.36211], [-0.60719, -4.09517, -2.70959], [0.74151, -1.99376, -3.11081], [1.88503, -3.34114, -3.74905], [2.08670, -2.60593, -2.09437], [1.67280, -4.08777, 1.61707], [2.59154, -3.44122, 0.17495], [2.89914, -5.44517, -0.85323], [1.31551, -6.11095, -0.36074], [2.72105, -6.13304, 0.87553], [1.58314, 3.39369, -1.19472], [2.41729, 3.75539, 0.36399], [3.68764, 2.01105, -1.89402], [3.85026, 3.82823, -1.78099], [4.50805, 2.95261, 0.87805], [5.57831, 3.74310, -0.34137], [5.37502, 0.81543, 0.55466], [6.86807, 1.76627, 0.11245], [6.46014, -0.83766, -0.29967], [3.41679, 0.34437, -0.48646]]}


Entry 3:
{"formula": "C39H31BBr3N6O16", "method": "ωB97M-V with the def2-TZVPD basis set", "lumo_energy_ev": 1.1, "total_energy_ev": -293446.63254, "total_charge": -1, "gap_ev": 8.904, "elements": ["O", "C", "O", "B", "O", "C", "O", "O", "C", "O", "C", "O", "O", "C", "Br", "Br", "Br", "H", "C", "C", "C", "C", "C", "C", "N", "O", "O", "H", "H", "H", "H", "H", "C", "C", "C", "C", "C", "C", "N", "O", "O", "H", "H", "H", "H", "H", "C", "C", "C", "C", "C", "C", "N", "O", "O", "H", "H", "H", "H", "H", "C", "C", "C", "C", "C", "C", "N", "O", "O", "H", "H", "H", "H", "H", "N", "C", "C", "C", "C", "C", "H", "H", "H", "H", "H", "N", "C", "C", "C", "C", "C", "H", "H", "H", "H", "H"], "xyz": [[-12.04631, -33.83396, -0.85548], [-12.59388, -32.80522, -0.56266], [-12.35332, -31.97693, 0.41646], [-13.38663, -30.89277, 0.36036], [-13.92256, -30.98400, -0.99182], [-13.65085, -32.18860, -1.50306], [-14.22327, -32.69833, -2.41517], [-12.75888, -29.58420, 0.62058], [-13.35904, -28.99296, 1.61560], [-13.18427, -27.88704, 2.03558], [-14.36892, -29.97566, 2.22976], [-14.43904, -31.01694, 1.41472], [-15.13908, -29.67554, 3.08430], [-17.23903, -34.14634, -1.05934], [-17.34129, -35.81332, -1.99446], [-16.30083, -34.34741, 0.63848], [-18.95792, -33.20613, -0.88596], [-16.73091, -33.49233, -1.75612], [-12.50798, -29.61400, 5.85199], [-12.43947, -29.59275, 7.24838], [-12.38566, -30.78076, 7.96050], [-12.17050, -31.94998, 7.23074], [-12.24024, -31.93963, 5.85659], [-12.52975, -30.78639, 5.13166], [-11.84298, -33.19890, 7.91392], [-11.26077, -33.13752, 8.98301], [-12.20054, -34.24722, 7.38368], [-12.60929, -28.62871, 5.40884], [-12.47360, -28.62848, 7.73494], [-12.44846, -30.85154, 9.03786], [-12.08680, -32.86637, 5.31529], [-12.45415, -30.74323, 4.05560], [-18.62971, -32.28990, 4.74215], [-18.08219, -31.26847, 4.01844], [-18.58394, -29.97225, 4.05913], [-19.73214, -29.72478, 4.75080], [-20.33001, -30.76608, 5.49712], [-19.79736, -32.03402, 5.49772], [-20.35443, -28.38918, 4.71836], [-19.75714, -27.46582, 4.20433], [-21.50117, -28.32719, 5.11147], [-18.21046, -33.28656, 4.77545], [-17.18768, -31.30964, 3.40665], [-18.08279, -29.26998, 3.40671], [-21.23467, -30.49147, 6.02291], [-20.26227, -32.76115, 6.14778], [-15.45989, -26.48349, 4.28678], [-15.43212, -25.14776, 4.61268], [-16.11912, -24.71596, 5.75708], [-16.83434, -25.63515, 6.50301], [-16.88656, -26.98549, 6.17160], [-16.12914, -27.38261, 5.07243], [-17.50954, -25.25616, 7.76051], [-16.90680, -24.58251, 8.56557], [-18.65124, -25.64861, 7.87782], [-14.98084, -26.79654, 3.36592], [-14.93334, -24.38318, 4.03208], [-16.15063, -23.67650, 6.05584], [-17.42412, -27.70148, 6.77495], [-16.13248, -28.43057, 4.80528], [-12.73509, -36.16914, 1.28265], [-11.39203, -36.49707, 1.11844], [-10.85611, -37.65924, 1.64806], [-11.70994, -38.54893, 2.32127], [-13.05080, -38.26280, 2.47656], [-13.56123, -37.09504, 1.89892], [-11.17750, -39.79258, 2.86081], [-11.95676, -40.52597, 3.42647], [-10.02001, -40.06746, 2.68908], [-13.13416, -35.28932, 0.79807], [-10.69367, -35.83933, 0.61764], [-9.77830, -37.71359, 1.60465], [-13.64000, -38.77417, 3.22396], [-14.61964, -36.87232, 1.93967], [-12.52084, -23.78474, 2.30273], [-12.21789, -24.85146, 1.58345], [-10.91952, -25.16094, 1.19901], [-9.86021, -24.44771, 1.74492], [-10.19161, -23.34317, 2.52029], [-11.51262, -23.02487, 2.75513], [-12.98420, -25.53892, 1.24636], [-10.66559, -26.07658, 0.67960], [-8.80379, -24.67994, 1.72081], [-9.47623, -22.66500, 2.97333], [-11.78072, -22.15793, 3.34458], [-13.11073, -39.17138, -3.92421], [-12.39932, -39.16826, -2.80028], [-12.39922, -38.09811, -1.90723], [-13.26571, -37.04340, -2.13469], [-14.04902, -37.06775, -3.27767], [-13.96026, -38.14966, -4.12766], [-11.89519, -40.11092, -2.61691], [-11.65775, -38.07540, -1.11866], [-13.38164, -36.19181, -1.47595], [-14.69522, -36.25515, -3.58156], [-14.35832, -38.12412, -5.13595]]}


Entry 4:
{"formula": "C4H11N3O", "method": "ωB97M-V with the def2-TZVPD basis set", "relative_energy_kcal_mol": 63.3, "lumo_energy_ev": 0.8, "total_energy_ev": -10842.46809, "gap_ev": 9.585, "elements": ["C", "C", "N", "O", "H", "H", "H", "H", "H", "H", "H", "C", "C", "N", "N", "H", "H", "H", "H"], "xyz": [[-0.74980, 0.04210, 1.57573], [0.09227, 1.29909, 1.53674], [-1.09071, -0.33039, -0.31115], [-0.22578, -1.02743, 2.01299], [0.71872, -1.45323, 0.84585], [-1.80577, 0.24772, 1.81245], [-1.84500, -1.00842, -0.28308], [-1.38178, 0.52063, -0.79076], [-0.28535, 2.01323, 0.80655], [1.12481, 1.05449, 1.28850], [0.05462, 1.74501, 2.53245], [0.10406, -0.91138, -1.06697], [0.89154, 0.25618, -1.62009], [0.90842, -1.76127, -0.25976], [0.34917, 1.38138, -1.79935], [0.52664, -2.70138, -0.27694], [0.95723, 2.07675, -2.22627], [-0.27978, -1.45557, -1.94947], [1.93648, 0.01248, -1.82743]]}


Number 1: highest occupied orbital energy -8.852 eV. Number 2: highest occupied orbital energy -7.852 eV. Number 3: highest occupied orbital energy -7.800 eV. Number 4: highest occupied orbital energy -8.825 eV.